[1]
# C33H31N2O2P2Re

A structure of composition C33H31N2O2P2Re (wB97M-V/def2-TZVPD, the OMol25 dataset).

Each line ends with the Mulliken spin population.
Geometry (Å):
Re1 -0.6183 0.1181 -1.4724  2.86
C1 -0.2716 0.2498 3.0491  0.01
N1 -0.2723 0.1325 1.5894  -0.01
P1 0.4136 1.2282 0.4907  0.10
C2 2.2102 1.0861 0.5500  -0.10
C3 2.8910 1.1515 1.7706  0.00
C4 4.2665 1.0077 1.8044  0.00
C5 4.9749 0.8165 0.6219  0.00
C6 4.3084 0.7645 -0.5913  0.01
C7 2.9263 0.8937 -0.6286  0.05
C8 -0.0369 2.8761 1.0223  -0.01
C9 -1.3877 3.1421 1.2580  0.00
C10 -1.7776 4.4139 1.6386  0.00
C11 -0.8280 5.4195 1.7788  0.00
C12 0.5124 5.1585 1.5323  0.00
C13 0.9132 3.8866 1.1506  0.00
P2 -1.1510 -1.0248 0.7010  0.10
C14 -2.7556 -1.1913 1.4925  -0.03
C15 -3.8024 -0.3625 1.0908  -0.01
C16 -5.0249 -0.4346 1.7439  0.00
C17 -5.2008 -1.3257 2.7919  0.00
C18 -4.1555 -2.1480 3.1986  0.00
C19 -2.9340 -2.0862 2.5512  0.01
C20 -0.2806 -2.5874 0.8982  -0.06
C21 1.0681 -2.5864 1.2439  0.03
C22 1.7677 -3.7834 1.2948  0.01
C23 1.1267 -4.9757 0.9907  0.00
C24 -0.2158 -4.9770 0.6323  0.00
C25 -0.9220 -3.7862 0.5839  0.02
H1 0.0907 1.2387 3.3268  0.00
H2 0.3650 -0.5099 3.5058  0.00
H3 -1.2881 0.1468 3.4302  0.00
H4 2.3517 1.3202 2.6950  0.00
H5 4.7906 1.0534 2.7496  0.00
H6 6.0515 0.7127 0.6510  0.00
H7 4.8602 0.6198 -1.5107  0.00
H8 2.4057 0.8366 -1.5770  0.00
H9 -2.1336 2.3686 1.1237  0.00
H10 -2.8244 4.6209 1.8151  0.00
H11 -1.1370 6.4128 2.0763  0.00
H12 1.2496 5.9430 1.6366  0.00
H13 1.9594 3.6906 0.9517  0.00
H14 -3.6703 0.3442 0.2810  0.00
H15 -5.8364 0.2053 1.4248  0.00
H16 -6.1570 -1.3827 3.2953  0.00
H17 -4.2922 -2.8370 4.0212  0.00
H18 -2.1253 -2.7330 2.8683  0.00
H19 1.5737 -1.6543 1.4714  -0.01
H20 2.8133 -3.7843 1.5730  0.00
H21 1.6732 -5.9084 1.0324  0.00
H22 -0.7115 -5.9076 0.3907  0.00
H23 -1.9689 -3.7910 0.3052  0.00
C26 -2.9202 2.3157 -3.2413  0.04
C27 -3.1481 2.0275 -1.7824  -0.04
O1 -4.0979 2.3988 -1.1460  0.03
O2 -2.1751 1.3190 -1.1910  0.06
H24 -3.7568 2.8725 -3.6504  0.00
H25 -2.7892 1.3806 -3.7882  0.00
H26 -2.0009 2.8932 -3.3540  -0.01
N2 0.3694 -0.4987 -2.7656  -0.07
C28 1.3171 -0.9772 -3.6575  0.04
C29 2.3865 -1.7297 -3.1686  0.00
C30 3.3474 -2.1942 -4.0517  0.01
C31 3.2422 -1.9157 -5.4076  -0.02
C32 2.1715 -1.1745 -5.8883  0.01
C33 1.2031 -0.7011 -5.0187  -0.02
H27 2.4431 -1.9475 -2.1093  0.00
H28 4.1775 -2.7815 -3.6812  0.00
H29 3.9941 -2.2826 -6.0934  0.00
H30 2.0910 -0.9645 -6.9465  0.00
H31 0.3616 -0.1218 -5.3740  0.00

As for the spin multiplicity: 4. The LUMO energy (alpha / beta) is -3.067 / -4.394 eV. The expectation value of S² is 3.787. The frontier orbital gap (alpha / beta) is 7.41 / 6.81 eV. The charge is +1.


[2]
# C5H14

A cluster of 2 separate species, C5H14 in total in a non-equilibrium geometry (wB97M-V/def2-TZVPD, the OMol25 dataset).

Each line ends with the natural charge from an NBO analysis.
Geometry (Å):
C1 1.1823 1.4464 -0.8065  -0.62
C2 1.9974 1.1068 0.5191  -0.39
C3 1.2096 0.1392 1.2970  -0.62
H1 1.3633 0.6081 -1.6189  0.21
H2 0.1644 1.5238 -0.4161  0.21
H3 1.7199 2.3689 -1.0034  0.22
H4 2.9860 0.6891 0.3151  0.19
H5 2.2057 2.0314 1.0546  0.19
H6 0.5362 0.7882 2.0065  0.19
H7 0.5787 -0.4621 0.6998  0.21
H8 1.8183 -0.2948 2.1444  0.21
C4 -1.3446 -1.6222 -0.5957  -0.60
C5 -2.6295 -0.8073 -0.4225  -0.60
H9 -0.5371 -1.2869 -1.3329  0.20
H10 -0.8313 -1.6909 0.2829  0.19
H11 -1.6723 -2.6295 -0.9402  0.20
H12 -2.4168 0.1890 -0.1842  0.20
H13 -3.2485 -1.1983 0.3748  0.20
H14 -3.0817 -0.8988 -1.3739  0.20

The LUMO energy is 1.162 eV. As for the SMILES: CCC.CC. The frontier orbital gap is 11.94 eV. The relative energy (zero: lowest compared OMol25 entry of this formula, charge and spin) comes out at 139.0 kJ/mol. The charge is 0.


[3]
# C37H32F3InO3P2S

A structure of composition C37H32F3InO3P2S in a non-equilibrium geometry (wB97M-V/def2-TZVPD, the OMol25 dataset).

Each line ends with the Löwdin charge.
Geometry (Å):
C1 0.6288 -1.0743 -2.3169  -0.09
C2 -0.4170 -1.5609 -1.5104  -0.36
C3 -1.7234 -1.6594 -2.0202  -0.06
C4 -1.9589 -1.3715 -3.3616  -0.05
C5 -0.9024 -0.9755 -4.1768  -0.08
C6 0.3773 -0.7894 -3.6566  -0.08
P1 -0.0983 -1.9741 0.2240  1.02
C7 -1.4106 -3.1311 0.7087  -0.37
C8 -2.5027 -2.6662 1.4740  -0.10
C9 -3.5321 -3.5522 1.7998  -0.05
C10 -3.4802 -4.8815 1.3668  -0.04
C11 -2.3906 -5.3379 0.6172  -0.04
C12 -1.3473 -4.4698 0.2972  -0.06
In1 0.0853 0.0704 1.6384  0.84
P2 -0.0278 2.1140 0.2427  1.02
C13 -1.4052 2.0524 -0.9535  -0.36
C14 -1.2071 2.3563 -2.3092  -0.07
C15 -2.2973 2.3472 -3.1690  -0.05
C16 -3.5590 1.9798 -2.7044  -0.04
C17 -3.7448 1.6031 -1.3763  -0.06
C18 -2.6757 1.6361 -0.4869  -0.10
C19 -0.2423 3.5616 1.3374  -0.35
C20 0.6617 3.7129 2.4141  -0.09
C21 0.4192 4.6912 3.3759  -0.04
C22 -0.6848 5.5400 3.2534  -0.04
C23 -1.5431 5.4222 2.1579  -0.05
C24 -1.3294 4.4425 1.1890  -0.06
C25 1.5639 2.3080 -0.5983  -0.36
C26 2.5982 1.3674 -0.3798  -0.10
C27 3.8154 1.5368 -1.0375  -0.05
C28 4.0153 2.6457 -1.8619  -0.03
C29 3.0018 3.5915 -2.0408  -0.04
C30 1.7729 3.4337 -1.4069  -0.08
C31 1.4867 -2.8633 0.2562  -0.36
C32 1.9709 -3.5555 -0.8660  -0.08
C33 3.2275 -4.1591 -0.8117  -0.04
C34 4.0070 -4.0797 0.3479  -0.03
C35 3.5081 -3.4277 1.4804  -0.04
C36 2.2435 -2.8461 1.4481  -0.09
H1 1.5314 3.0541 2.5079  0.11
H2 1.0776 4.7627 4.2413  0.12
H3 -0.9002 6.2657 4.0374  0.12
H4 -2.4160 6.0692 2.0697  0.12
H5 -2.0026 4.3454 0.3307  0.11
H6 -0.2037 2.6074 -2.6703  0.10
H7 -2.1405 2.5993 -4.2161  0.12
H8 -4.3957 1.9456 -3.3966  0.12
H9 -4.7179 1.2661 -1.0252  0.12
H10 -2.8041 1.3398 0.5606  0.11
H11 2.4626 0.5175 0.3035  0.08
H12 4.6040 0.7969 -0.8853  0.12
H13 4.9815 2.7762 -2.3525  0.13
H14 3.1575 4.4637 -2.6736  0.12
H15 0.9705 4.1705 -1.5340  0.13
H16 1.3653 -3.6209 -1.7753  0.12
H17 3.5942 -4.6945 -1.6895  0.12
H18 5.0014 -4.5335 0.3836  0.13
H19 4.0906 -3.3788 2.4053  0.13
H20 1.8504 -2.3789 2.3553  0.08
H21 -2.5355 -1.6249 1.8134  0.09
H22 -4.3826 -3.1966 2.3888  0.12
H23 -4.2947 -5.5646 1.6237  0.13
H24 -2.3447 -6.3759 0.2824  0.12
H25 -0.4836 -4.8163 -0.2756  0.11
H26 -2.5316 -2.0037 -1.3745  0.11
H27 -2.9701 -1.4519 -3.7631  0.13
H28 -1.1017 -0.7635 -5.2279  0.08
H29 1.1956 -0.4218 -4.2779  0.08
H30 1.6359 -0.9636 -1.9097  0.11
H31 0.0266 0.5723 -6.1827  0.08
H32 0.6777 0.4093 -5.8491  0.06
F1 -0.2922 -1.2396 6.1480  0.18
C37 0.4719 -1.3050 5.0438  -0.60
F2 1.6355 -1.9238 5.3413  0.16
F3 -0.1881 -2.0251 4.0919  0.09
S1 0.8177 0.3431 4.3110  0.57
O1 -0.4937 0.7850 3.7716  -0.32
O2 1.4341 1.1233 5.3375  -0.18
O3 1.7143 0.0321 3.1460  -0.36

The LUMO energy is -6.873 eV. The frontier orbital gap is 7.54 eV. The relative energy (zero: lowest compared OMol25 entry of this formula, charge and spin) comes out at 0.0 kJ/mol. The charge is +2.


[4]
# C12H38BCrN4P3

A structure of composition C12H38BCrN4P3 in a non-equilibrium geometry (wB97M-V/def2-TZVPD, the OMol25 dataset).

Each line ends with the Mulliken spin population.
Geometry (Å):
Cr1 0.3945 -0.0772 -0.4183  3.61
H1 4.3053 0.6344 -4.3292  0.00
H2 -0.7679 0.8300 -0.0953  -0.01
P1 1.1051 -2.1059 -1.0180  -0.19
P2 1.2389 1.9279 -0.9168  -0.17
C1 2.9864 2.4005 -1.0106  0.01
H3 3.0364 3.4957 -1.0479  0.00
H4 3.5331 2.0426 -0.1331  0.00
H5 3.4365 1.9732 -1.9152  0.00
C2 0.6957 2.3912 -2.5813  0.02
H6 -0.3744 2.2034 -2.6988  0.00
H7 0.9046 3.4561 -2.7099  0.00
H8 1.2414 1.8141 -3.3304  0.01
C3 0.5199 3.3012 0.0364  0.04
H9 0.6509 3.1650 1.1164  0.00
H10 1.0239 4.2168 -0.2879  0.00
H11 -0.5514 3.3760 -0.1861  0.00
C4 1.8544 -2.3711 -2.6515  0.04
H12 1.9538 -3.4462 -2.8588  0.00
H13 1.2203 -1.9086 -3.4201  -0.01
H14 2.8445 -1.8943 -2.6827  0.00
C5 2.2960 -2.8635 0.1504  0.05
H15 2.0296 -2.5673 1.1723  0.00
H16 2.2814 -3.9620 0.0821  0.00
H17 3.3053 -2.4988 -0.0759  0.00
C6 -0.2889 -3.3007 -1.0834  0.05
H18 -0.8887 -3.0772 -1.9719  0.00
H19 0.0990 -4.3259 -1.1440  0.00
H20 -0.9084 -3.1992 -0.1832  -0.02
H21 -2.9925 -1.1832 -4.3717  0.00
H22 -2.9465 0.4687 -4.5743  0.00
H23 -0.3193 0.5209 -4.4507  0.00
H24 -0.3829 -1.4250 -4.6270  0.00
B1 -1.0386 -0.4214 -4.5979  0.01
N1 -2.4130 -0.3961 -4.6571  0.00
H25 3.6511 0.5876 -4.6517  0.00
H26 1.6010 0.2683 0.4496  -0.13
C7 -1.1226 -0.7121 4.4606  -0.02
N2 -0.6548 0.6605 4.1635  0.11
C8 -1.7898 1.5757 3.8839  -0.01
N3 -2.7416 1.0098 2.9170  0.40
C9 -3.1943 -0.3488 3.2794  -0.02
N4 -2.0626 -1.2824 3.4630  0.26
C10 -1.3942 -1.6172 2.1967  0.04
P3 -0.5749 -0.0888 1.5881  -0.15
C11 0.3052 0.6548 3.0528  0.05
C12 -2.1293 0.9703 1.5846  0.04
H27 -1.6665 -0.6777 5.4165  0.00
H28 -0.2423 -1.3665 4.5159  0.00
H29 -1.3962 2.5081 3.4507  0.00
H30 -2.3083 1.7914 4.8283  0.00
H31 -3.8252 -0.7199 2.4577  0.00
H32 -3.7523 -0.3128 4.2251  0.00
H33 -0.6882 -2.4460 2.3543  0.01
H34 -2.1385 -1.9399 1.4464  -0.01
H35 0.6435 1.6815 2.8302  -0.01
H36 1.1846 0.0702 3.3554  0.01
H37 -2.8683 0.5355 0.9015  -0.01
H38 -1.9199 2.0045 1.3025  0.01

As for the spin multiplicity: 5. The LUMO energy (alpha / beta) is -6.673 / -9.888 eV. The expectation value of S² is 6.076. The frontier orbital gap (alpha / beta) is 7.50 / 5.21 eV. The relative energy (zero: lowest compared OMol25 entry of this formula, charge and spin) comes out at 0.0 kJ/mol. The charge is +2.


Look up the charge of the fourth one. +2


Which of these has the lowest charge? C5H14